Entry from the OMol25 dataset: C55H129BN7O25 as an isolated structure (ωB97M-V/def2-TZVPD).

The HOMO energy comes out at -6.093 eV. The net charge is -1. Its energy is -4461.855537 Eh. As for the gap between HOMO and LUMO: 0.2974 hartree. As for the spin multiplicity: 1.

```
217
Properties=species:S:1:pos:R:3:forces:R:3
O -1.6252 1.0821 -0.3648 2.2251 -0.4782 0.1693
C -0.6092 0.4485 -0.1270 -0.3224 1.1605 -1.4375
O -0.0167 0.2511 1.0186 -0.5864 0.0220 -0.1368
B 1.2399 -0.4749 0.8154 0.9227 -0.5620 -0.2411
O 1.3554 -0.7328 -0.6358 -1.4250 0.8614 -0.5175
C 0.2422 -0.2361 -1.2315 0.4721 -0.4651 -0.8065
O -0.0654 -0.3103 -2.4035 0.5731 0.0100 1.6118
O 1.2707 -1.7358 1.5299 -0.8644 -0.6766 -0.2771
C 2.1504 -1.7259 2.4904 0.6890 0.6770 1.2195
O 2.2709 -2.5071 3.3872 0.1244 -0.3847 -0.3982
C 2.9481 -0.3911 2.3667 -0.4019 -1.3133 0.2396
O 2.3849 0.2503 1.3728 0.3703 1.4374 -0.4110
O 3.8567 -0.0821 3.0811 -0.0065 0.4451 -0.3365
C 7.3633 3.2962 1.7368 0.3520 0.1825 0.0498
C 6.0126 2.8482 2.2897 1.4296 -0.7010 0.5082
C 4.9651 2.7735 1.2284 -0.1434 0.5529 -0.5344
O 6.2729 1.5563 2.8590 0.0758 0.1453 0.0636
H 8.1530 3.2738 2.4898 -0.2574 -0.0135 0.3240
H 7.3250 4.3229 1.3697 -0.1163 -0.0338 -0.1744
H 7.7429 2.6356 0.9557 -0.3734 -0.0170 -0.2199
H 5.7748 3.5262 3.1141 -0.4341 0.1998 -0.0990
H 4.9000 3.7210 0.6875 -0.1007 0.2063 0.2233
H 3.9751 2.5341 1.6149 0.0955 -0.1856 0.0367
H 5.2603 2.0690 0.4492 -0.0790 -0.3381 0.2394
H 5.4507 1.1454 3.1530 -0.1756 -0.0032 -0.2016
C 4.4644 3.6037 6.1638 -0.2406 0.4383 -0.2591
C 3.3056 2.9416 5.3852 -0.1860 -0.2157 0.9341
C 3.2962 1.4385 5.7356 -0.2052 0.1563 -0.5735
O 2.0398 3.5293 5.7120 0.7278 0.3635 0.5931
H 4.5843 4.6692 5.9586 -0.3399 0.0617 -0.1545
H 5.4292 3.1695 5.8971 -0.1321 -0.3282 -0.1135
H 4.3564 3.5154 7.2456 -0.2449 -0.2024 -0.0078
H 3.4321 3.1395 4.3185 0.4525 -0.4718 -0.1916
H 3.2485 1.2373 6.8070 0.2583 0.4572 0.1584
H 4.1680 0.9435 5.3092 -0.0097 -0.0886 0.1019
H 2.4040 0.9440 5.3461 0.0495 0.0830 -0.3523
H 1.3453 3.1387 5.1519 -0.1601 -0.2158 0.0213
C -5.9641 2.3182 -2.3037 0.2907 0.2421 0.2104
C -4.4920 1.9141 -2.1022 -0.0912 0.6270 0.4807
C -3.6230 2.4450 -3.2037 0.5216 -0.5827 -1.0964
O -4.0019 2.3642 -0.8355 -0.7400 0.4822 0.0340
H -6.6411 1.8188 -1.6109 0.0084 -0.2632 -0.1908
H -6.2610 2.1913 -3.3459 -0.0559 -0.6192 0.0577
H -6.1458 3.3860 -2.1608 0.5326 0.1288 0.3259
H -4.3599 0.8299 -2.0862 -0.4205 -0.2029 -0.2141
H -3.7508 3.4878 -3.4950 -0.0666 0.1380 0.4927
H -3.8055 1.8750 -4.1196 -0.1196 -0.0313 -0.1027
H -2.5770 2.2246 -2.9838 0.0900 0.2744 0.0955
H -3.1394 1.9541 -0.6892 -0.1171 0.0592 -0.1090
C -2.0635 -5.0428 -2.1239 2.7146 -0.3100 -1.3901
O -2.9119 -3.9103 -2.1713 -0.4622 1.2459 -3.9634
C -2.3598 -2.7799 -2.8404 0.3544 -0.5217 -0.4809
C -3.4044 -1.7102 -2.9576 -0.2035 -0.3140 -0.5148
N -4.4140 -2.0760 -3.9693 -0.7115 0.9483 0.5489
C -5.5383 -1.1266 -3.8475 -0.4636 -0.2292 -0.1201
C -6.5858 -1.4144 -4.9428 1.2996 0.9862 0.0776
O -7.6464 -0.5015 -4.8497 -0.3657 0.0093 0.3659
C -8.5574 -0.5559 -5.9109 -0.4702 0.0543 -0.3444
H -2.5821 -5.8782 -1.6536 0.3766 -0.4172 -1.9573
H -1.3297 -4.8264 -1.3392 0.4528 -0.0580 -1.0687
H -1.5476 -5.2714 -3.0564 -0.2600 0.1511 -0.2861
H -2.0988 -3.1494 -3.8364 0.6306 0.4775 -0.0804
H -1.5153 -2.4610 -2.2260 0.3180 0.2660 -0.4610
H -2.9831 -0.7596 -3.2857 0.3423 -0.0384 0.0596
H -3.7898 -1.5817 -1.9404 -0.1628 0.6886 -1.6982
H -4.7662 -3.0182 -3.8558 0.1632 -0.1247 0.3701
H -5.1330 -0.1133 -3.8690 0.0227 0.0408 -0.8600
H -6.0451 -1.0724 -2.8765 -0.0436 -0.7222 0.2942
H -6.9236 -2.4520 -4.8848 -0.0530 -0.1143 -0.0859
H -6.0497 -1.2090 -5.8745 -0.1187 -0.5139 -0.3639
H -8.0915 -0.4811 -6.8977 0.3278 0.2496 0.0199
H -9.2636 0.2639 -5.7826 0.1589 0.1187 -0.0125
H -9.1703 -1.4611 -5.9720 0.1639 -0.3463 0.4445
C -0.0450 1.9623 -5.0281 0.7052 -0.0021 0.7064
O -1.2551 1.4612 -5.4566 -1.0832 -0.7378 -1.1111
C -1.3312 0.0545 -5.6539 -1.3773 -0.4650 -0.0227
C -2.6139 -0.2963 -6.4477 0.1303 0.1810 0.5841
N -2.3825 -0.3214 -7.8758 0.4521 0.1030 -0.5327
C -2.2829 1.0349 -8.4228 -0.5972 -0.2203 -0.5408
C -2.0754 1.0525 -9.9353 0.3274 0.2422 1.0564
O -3.2446 0.5906 -10.5552 -0.5258 -0.0186 -0.1022
C -3.1050 0.3813 -11.9483 0.2007 -0.8960 0.8366
H -0.1433 3.0424 -4.9144 -0.0552 -0.0126 -0.0113
H 0.7590 1.7627 -5.7434 0.1495 -0.0902 0.0345
H 0.1802 1.5225 -4.0529 0.4655 0.1097 0.0256
H -1.3807 -0.4961 -4.7115 0.0839 0.4146 0.3816
H -0.5273 -0.4496 -6.1976 0.5065 0.7356 -0.2365
H -3.4525 0.3816 -6.2480 0.1765 0.4298 0.5308
H -2.9762 -1.2502 -6.0610 0.1809 -0.2698 -0.3865
H -3.1519 -0.7945 -8.3314 -0.0159 0.0129 -0.1055
H -1.5045 1.6072 -7.9201 0.1405 -0.2087 -0.0197
H -3.2198 1.5819 -8.2643 -0.1324 0.1974 0.2479
H -1.1867 0.4573 -10.1642 -0.0483 -0.1887 -0.3213
H -1.8992 2.0950 -10.2181 0.1666 0.0810 -0.2152
H -2.4526 1.1432 -12.3764 -0.2285 0.0390 -0.3605
H -4.0958 0.3024 -12.3933 0.0158 0.5251 -0.0401
H -2.6700 -0.6163 -12.0616 0.3933 0.0723 -0.4082
C -0.7728 -3.8098 0.6870 -1.0565 -0.0661 1.2279
O -1.5255 -4.7965 1.3791 0.2355 0.5297 -0.1164
C -2.1688 -5.7103 0.5391 -1.0219 -1.7423 1.7878
C -3.3738 -5.1461 -0.1515 -1.5474 -0.3415 1.1015
N -4.2735 -4.4184 0.7589 0.9561 0.4727 0.5400
C -5.1223 -3.4548 0.0698 0.3149 -0.0049 -0.5185
C -4.3782 -2.1363 -0.1685 -0.2298 -0.7778 0.4090
O -3.9153 -1.6427 1.0552 -0.6342 0.0589 0.4965
C -3.3649 -0.3296 0.9769 -0.1333 -1.2968 0.6396
H -0.1513 -4.2868 -0.0758 -5.4690 1.0309 2.0172
H -0.1059 -3.3743 1.4298 -0.1885 0.0389 -0.2455
H -1.3537 -3.0294 0.1896 -0.4819 0.2251 0.1555
H -2.5176 -6.5222 1.1845 0.0405 0.1728 0.4896
H -1.4854 -6.2640 -0.1124 0.1922 0.3891 -0.2078
H -3.9947 -5.9607 -0.5347 0.1004 -0.4782 -0.1643
H -3.0181 -4.6213 -1.0465 -2.7924 0.2790 5.0036
H -3.6154 -3.8281 1.2601 -0.2552 -0.1298 0.8377
H -6.0610 -3.2374 0.5828 0.1431 -0.1306 0.4736
H -5.4244 -3.9151 -0.8742 0.0225 0.2747 -0.2862
H -5.0592 -1.4393 -0.6669 -0.1112 0.3561 0.0931
H -3.5375 -2.3205 -0.8464 -0.1531 -0.3302 1.2945
H -3.2776 0.0084 2.0090 0.0508 0.1146 -0.0105
H -4.0465 0.3444 0.4566 0.2364 0.0536 -0.2561
H -2.3682 -0.4005 0.5379 -1.1164 -0.1901 0.3025
C 2.6811 2.7660 -0.9712 -0.5217 -0.1817 -0.6959
O 2.8773 3.6604 -2.0598 0.8530 0.7794 0.4277
C 2.2578 4.9109 -1.8053 -1.5165 -0.4697 0.0178
C 2.3040 5.7884 -3.0277 0.3477 -1.0227 0.4139
N 3.6769 6.2057 -3.2387 -0.3690 0.9278 -0.2322
C 3.7411 7.1982 -4.2838 1.1882 0.4769 -0.6490
C 5.1955 7.4185 -4.7481 -0.5559 -0.0573 0.1512
O 5.6169 6.3149 -5.5527 0.6456 0.2297 0.4216
C 5.3793 6.5145 -6.9276 0.1813 0.3274 0.1797
H 1.6279 2.4778 -1.0285 -0.1179 -0.1885 0.4933
H 2.9036 3.2018 0.0017 -0.1769 0.0887 -0.2389
H 3.2877 1.8751 -1.1311 0.0873 0.1304 -0.0541
H 2.5870 5.4668 -0.9232 0.8136 -0.2559 0.0306
H 1.2097 4.7070 -1.5590 -0.2615 -0.0444 -0.1448
H 1.6028 6.6106 -2.8764 0.4110 0.3940 0.0864
H 1.8993 5.2269 -3.8772 -0.0036 -0.1253 -0.1914
H 4.2706 5.4180 -3.4626 -0.1500 -0.1787 -0.0340
H 3.3341 8.1504 -3.9364 -0.0782 -0.0060 0.1637
H 3.1801 6.9241 -5.1850 -0.2963 -0.1149 -0.0715
H 5.8283 7.5371 -3.8669 0.1853 -0.5965 0.0147
H 5.3438 8.3615 -5.2805 -0.3477 0.0122 -0.3255
H 4.3076 6.6652 -7.0693 -0.0146 -0.1975 -0.5357
H 5.8034 5.6878 -7.4958 -0.4713 -0.3580 0.2360
H 5.9211 7.3805 -7.3213 -0.0855 0.3541 0.2257
C 1.7388 -3.5545 -2.6210 -0.3292 0.3616 0.6188
O 1.6048 -4.8504 -2.0459 0.9526 -0.2126 -1.7554
C 1.5422 -4.8977 -0.6492 0.6598 0.3179 0.1456
C 2.7935 -4.4373 0.1215 -0.6080 -1.3622 0.0423
N 3.8124 -5.4902 -0.0478 0.3577 0.4049 -0.5160
C 5.0092 -5.1793 0.7187 -0.2636 -0.2591 0.8803
C 6.1857 -6.1568 0.5717 -0.3242 0.8068 0.0185
O 7.1578 -5.8101 1.5609 -0.2060 -0.2764 -0.7638
C 8.3639 -6.5250 1.3597 -0.4100 0.3237 0.3181
H 0.7475 -3.1199 -2.7691 -0.0580 0.2706 0.2727
H 2.2088 -3.4956 -3.6034 0.1401 -0.9344 -0.0100
H 2.3489 -2.9199 -1.9779 -0.2397 0.2353 0.0391
H 1.2851 -5.9314 -0.4140 0.4940 -0.2120 0.1346
H 0.6371 -4.3767 -0.3148 6.0887 -0.4396 -1.8851
H 2.5272 -4.3764 1.1788 -0.0748 -0.1545 0.1126
H 3.1350 -3.4287 -0.1272 0.0747 0.0592 -0.3437
H 4.0577 -5.4408 -1.0316 -0.0220 -0.3236 -0.1798
H 4.6897 -5.2378 1.7619 0.1927 0.1661 0.1558
H 5.3007 -4.1405 0.5356 0.5484 0.0163 0.0396
H 6.6006 -6.0626 -0.4365 0.2676 -0.0005 -0.0977
H 5.8784 -7.1976 0.6970 -0.2195 -0.0467 0.0938
H 8.8313 -6.2744 0.4043 0.0537 0.1211 -0.0658
H 8.1813 -7.6025 1.3713 0.0683 -0.1270 0.1220
H 9.0071 -6.2284 2.1867 0.1704 -0.1987 -0.1133
C 0.3687 -4.2185 7.6338 -0.2000 0.5300 0.4108
O 0.1903 -3.5848 6.3950 -0.1714 0.5469 -0.5291
C 1.0154 -2.4404 6.0903 0.8084 -0.6602 -0.4540
C 1.2418 -1.4541 7.1888 -1.2529 -1.3795 1.5066
N 0.0034 -0.8877 7.7597 0.8633 1.7266 0.0713
C 0.4212 0.0903 8.7726 -0.2097 -0.2932 0.8181
C -0.7175 0.4307 9.6938 -2.0900 -0.4535 -0.2115
O -1.2415 -0.7937 10.2628 0.6435 0.2207 0.6033
C -2.3331 -0.5629 11.1359 0.0738 -0.4331 -0.3633
H -0.1261 -3.6390 8.4202 0.3302 0.1817 0.3032
H 1.4191 -4.3791 7.8865 0.0935 -0.0221 0.0226
H -0.1598 -5.1708 7.6811 0.1173 -0.0953 -0.6579
H 0.6732 -1.9917 5.1582 -0.5811 -0.1907 0.2165
H 2.0283 -2.7762 5.8453 0.0126 -0.3433 -0.1154
H 2.0002 -0.7139 6.9431 -0.4093 0.2718 -0.3135
H 1.6943 -2.0623 7.9827 0.4337 0.1501 0.2307
H -0.5476 -1.5425 8.2998 0.1646 -0.5902 -0.4533
H 0.8845 0.9828 8.3501 -0.2215 0.0553 -0.2273
H 1.1558 -0.3352 9.4690 0.4677 -0.2043 -0.1664
H -1.6042 0.7846 9.1562 0.2784 0.6664 -0.4310
H -0.5116 1.1521 10.4867 0.4660 -0.0275 0.0049
H -2.0906 0.0718 11.9912 0.2219 0.1751 -0.0551
H -2.6468 -1.5313 11.5241 0.0618 -0.0283 -0.0459
H -3.1813 -0.1342 10.5960 -0.0475 0.1769 -0.0470
C -0.7848 3.8934 0.3010 -0.6151 0.4162 -0.2103
O 0.4071 3.6908 1.0280 0.3274 -0.4076 0.1671
C 0.2639 3.7114 2.4544 -0.5943 -0.8398 -0.4575
C -0.2942 2.3694 3.0023 0.5077 0.5119 -0.5067
N -0.3183 2.4113 4.4474 0.1021 0.6081 0.1531
C -0.6207 1.1588 5.1120 -0.7340 -0.3336 -0.5161
C -1.8033 0.3853 4.4980 0.3688 -1.1283 1.2520
O -3.0932 0.8963 4.7689 0.0286 0.6887 -1.2812
C -3.4358 1.0002 6.1245 0.3483 -0.6244 -0.2324
H -1.0957 4.9387 0.3828 -0.3251 0.0191 0.3553
H -1.5947 3.1951 0.5229 0.0446 0.2826 0.6363
H -0.6846 3.7484 -0.7765 0.8723 -0.1843 0.0408
H -0.3522 4.5703 2.7329 -0.1712 0.0173 0.1856
H 1.2454 3.8343 2.9115 0.1542 0.1882 -0.3150
H 0.4007 1.5871 2.6890 0.0121 0.1860 0.1891
H -1.2520 2.0940 2.5533 -0.1192 0.2481 -0.0711
H -0.9904 3.1007 4.7614 -0.0424 0.1096 -0.0649
H -0.8033 1.4106 6.1559 0.1064 -0.3769 0.0782
H 0.2287 0.4748 5.0570 0.1818 0.1043 0.0920
H -1.7971 -0.6404 4.8848 0.2887 -0.0808 0.4332
H -1.6302 0.1937 3.4390 -0.4518 0.6579 -0.1906
H -4.5202 1.0935 6.1503 0.0769 0.3009 0.1875
H -2.9088 1.8318 6.5972 -0.2831 0.1573 0.2080
H -3.1552 0.0765 6.6405 0.0147 -0.0465 0.2173
```
Positions in Å, forces in eV/Å.

Löwdin population analysis, charges in e, atoms 1 to 5: number 1, O, carries 0.062; number 2, C, carries -0.355; number 3, O, carries 0.234; number 4, B, carries -0.928; number 5, O, carries 0.219